No. 1
Density functional theory data (ωB97M-V/def2-TZVPD) for a 2-piece molecular cluster, C9H10FIO overall.

* highest occupied orbital energy: -0.33510 Eh
* ΔE to the lowest compared entry with this formula, charge and spin: 0.0 kJ/mol

```
! RIJCOSX wB97M-V def2-TZVPD def2/J DEFGRID3
* xyz 0 1
C -1.62 -1.14 0.55
C -1.38 0.11 0.21
C -2.87 2.17 -0.84
C -0.35 -1.85 1.09
C 0.93 -1.00 1.05
C 1.61 -0.70 -0.34
C 1.60 0.71 -0.77
C 0.20 1.26 -1.13
C -0.63 1.16 0.05
O -3.53 2.77 -0.15
F -0.56 2.30 0.86
I -3.25 -2.29 0.17
H -0.48 -2.21 2.22
H -0.12 -2.81 0.57
H 0.73 0.06 1.40
H 1.60 -1.65 1.56
H 2.70 -0.95 -0.23
H 1.18 -1.31 -1.18
H 2.01 1.39 -0.06
H 2.07 0.91 -1.74
H 0.50 2.30 -1.25
H -0.34 0.79 -2.02
*
```

Here are the natural (NBO) charges for atoms 1 to 2, given in e: number 1, C, carries -0.2108; number 2, C, carries -0.0963



No. 2
Density functional theory data (ωB97M-V/def2-TZVPD) for a 2-piece molecular cluster, C9H10FNO2 overall.

* highest occupied orbital energy: -0.28023 Eh
* ΔE to the lowest compared entry with this formula, charge and spin: 28.6 kJ/mol
* SMILES: NC/C(F)=C1/C=CC=CC1.O=C=O

```
! RIJCOSX wB97M-V def2-TZVPD def2/J DEFGRID3
* xyz 0 1
N -1.40 1.97 0.60
C -0.10 2.44 0.01
C 0.42 1.27 -0.83
F 1.05 1.75 -1.94
C 0.37 -0.05 -0.77
C 0.93 -0.98 -1.74
C 1.26 -2.24 -1.45
C 0.95 -2.79 -0.15
C 0.23 -2.05 0.75
C -0.31 -0.77 0.38
H -2.22 2.25 0.01
H -1.61 2.39 1.55
H -0.31 3.25 -0.68
H 0.59 2.68 0.96
H 1.20 -0.62 -2.72
H 1.60 -2.77 -2.28
H 1.52 -3.66 -0.07
H -0.12 -2.43 1.67
H -0.47 -0.08 1.19
H -1.34 -0.95 -0.15
O 3.78 -0.18 0.34
C 3.31 0.67 0.89
O 2.77 1.57 1.36
*
```

Here are the natural (NBO) charges for atoms 1 to 2, given in e: number 1, N, carries -0.8631; number 2, C, carries -0.2861



The max |F| results, record by record, are as follows: 2.8, 4.7 eV/Å.
The Kohn-Sham gap results, record by record, are as follows: 9.583, 8.130 eV.